Here is the molecule C3H3N3 from the OMol25 dataset. Energies are from wB97M-V/def2-TZVPD.

Each line ends with the Mulliken charge.
Element x y z (Å)
C: 0.2024 0.9509 -0.3534  -0.393
C: 1.3048 0.1183 -0.0735  -0.105
N: 1.1190 -1.1783 -0.2953  -0.219
N: -0.0720 -1.6645 0.1837  -0.101
N: -1.0999 -0.9804 0.3970  -0.154
C: -1.0360 0.3587 -0.0985  -0.042
H: -0.7800 1.1918 0.7420  0.190
H: 2.3258 0.4745 0.0310  0.383
H: -1.9640 0.7289 -0.5329  0.442

Atoms 1-2, force components in eV/Å:
-0.1 -0.2 0.0
0.1 -0.1 -0.2

Output
**DFT total energy**: -280.15889 hartree
**Energy above the lowest of the compared OMol25 structures with the same formula, charge and spin**: 6.038 eV
**HOMO energy**: -9.38 eV
**Spin multiplicity**: 1
**Net charge**: 0
**Strongest force on any atom**: 0.00684 hartree/bohr